No. 1
18
Properties=species:S:1:pos:R:3 method="wB97M-V/def2-TZVPD" s_squared=2.008 orbital_gap_ha="0.322 / 0.320" lumo_ev="-8.00 / -9.44" total_charge=+2 relative_energy_kcal_mol=39.1 multiplicity=3
Cu -2.1931 0.2441 -3.7196
O -3.2573 2.9466 -2.8317
O -3.5527 0.8034 -2.5273
O -4.8789 2.2437 -1.4611
C -3.8514 1.9719 -2.2245
C -7.3971 1.2226 -1.0628
C -1.9793 4.9323 -3.1350
C -2.3150 3.8217 -2.1737
C -6.1226 1.1208 -1.5822
Li -4.8780 3.2129 0.2891
H -1.5771 4.5205 -4.0682
H -7.5655 1.5900 -0.0396
H -1.4098 3.2361 -1.9480
H -1.2195 5.5726 -2.6695
H -2.8061 4.2347 -1.2788
H -2.8702 5.5351 -3.3477
H -5.3346 0.2528 -1.2511
H -6.1257 0.8496 -2.6509



No. 2
46
Properties=species:S:1:pos:R:3 method="wB97M-V/def2-TZVPD" orbital_gap_ha=0.278 lumo_ev=-4.38 total_charge=+1 relative_energy_kcal_mol=16.6
S -1.6111 3.4135 -1.0509
S 0.3981 -0.8046 -2.1138
O -1.9934 4.7498 -0.7269
O -1.7164 3.2046 -2.6230
O -2.2435 2.3000 -0.4007
O 3.0228 -0.7361 -1.8379
N 3.4034 0.8561 -0.4055
N 2.0441 0.7499 -0.5777
N 1.9773 -1.1314 3.9179
C 3.9577 -0.0083 -1.1526
C -0.6100 -2.6437 1.8901
C -1.1973 -2.4906 -0.6111
C -3.0241 2.9809 -3.1919
C 2.9267 -1.9657 3.1768
C 1.8742 -0.1966 -1.4305
C 0.7270 -2.0574 2.3098
C -0.5854 -3.3210 0.5083
C 0.1318 3.2485 -0.9161
C -3.8472 4.2508 -3.2766
C -0.6778 -1.0423 -0.6658
C 1.9798 -2.9434 2.4560
C 0.7738 -1.1635 3.4958
H 0.3995 3.4388 0.1204
H 0.4173 -3.6648 0.2731
H -1.5183 -0.3773 -0.8166
H 0.4025 2.2399 -1.1922
H -1.3910 -1.8894 1.9379
H -0.0491 -0.6236 3.9305
H -4.1047 4.6235 -2.2864
H -4.7729 4.0614 -3.8200
H -3.5446 2.2055 -2.6270
H 4.9974 -0.2082 -1.2943
H 1.7425 -3.8260 3.0368
H 0.6090 3.9784 -1.5651
H 1.0221 -1.3420 1.5226
H -2.8418 2.5893 -4.1908
H -0.8882 -3.4009 2.6210
H -0.9504 -2.9781 -1.5483
H -2.2793 -2.4720 -0.5486
H 3.4857 -2.5381 3.9074
H 2.3225 -3.2024 1.4659
H -3.2893 5.0353 -3.7869
H 2.3007 -0.5605 4.6921
H -0.2062 -0.7154 0.2493
H 3.6027 -1.3961 2.5548
H -1.1766 -4.2267 0.5908



No. 3
108
Properties=species:S:1:pos:R:3 method="wB97M-V/def2-TZVPD" orbital_gap_ha=0.313 lumo_ev=0.22 relative_energy_kcal_mol=0.0
Br -1.8693 2.4680 -3.2100
P 1.6455 5.2108 0.4532
Si 0.9218 3.2538 -0.3903
Si -1.5312 1.9409 -1.0146
F -8.0570 3.9708 -1.1263
F 5.0034 -4.4082 -5.8813
O 4.4012 -4.3733 -3.7082
O -6.5429 2.3371 -1.4822
O 3.1946 -3.8684 -1.8714
O 3.2779 5.1440 0.5577
O -0.7518 3.3094 -0.3782
O 2.7060 -3.1925 4.3114
O 2.2738 -3.6724 -3.9165
O -5.6083 0.2858 -1.4072
O 1.3928 6.4140 -0.5993
O -7.8163 0.5412 -1.0524
N 3.2976 0.2201 0.8640
N 4.6503 -0.2914 -1.2134
N 0.9574 5.4966 1.8269
N -2.1860 -3.4722 -1.6112
N 5.6295 0.3294 0.7983
C 3.2434 2.7202 -1.8547
C -2.2580 2.2242 3.1249
C -3.2275 0.8934 1.0926
C 2.2715 0.4189 4.4664
C 2.8156 -3.7791 -5.2371
C -2.5453 -3.9912 -0.3942
C -0.4670 0.3904 -0.9286
C 0.7685 0.0708 4.3643
C -3.5040 1.6061 2.4317
C 3.5082 0.1449 -2.0346
C -1.6951 -4.9715 -0.0016
C -2.5302 -0.9728 -1.8908
C 1.7121 3.0514 -2.0859
C -1.1647 -0.9973 -1.1802
C 2.0685 -4.1166 3.4548
C -7.8891 2.7399 -1.6636
C 4.5506 0.0867 0.1678
C -0.6897 -5.0871 -1.0487
C 3.2813 -3.9597 -3.0496
C -6.5637 0.9847 -1.3200
C -2.8465 -2.4437 -2.3848
C -0.1542 1.3417 4.3749
C -3.1854 1.8498 -0.1382
C 3.7118 1.5242 -2.7101
C 3.1687 -0.8222 4.6711
C 3.9936 -4.6943 -5.0258
C -1.0804 -4.1735 -1.9669
C -0.9744 1.3552 3.0652
C -8.6508 1.6921 -0.8940
C 2.9458 -1.9571 3.6500
H 5.3625 0.5741 1.7552
H 3.1183 -2.7906 -5.5870
H -3.9058 1.4719 -0.8837
H 3.2135 1.4918 -3.6900
H -4.1863 2.4395 2.2008
H 1.0326 -3.8253 3.2100
H 3.4359 2.4969 -0.7920
H -3.5019 2.8800 0.0840
H -0.5369 -4.0289 -2.8998
H -9.6454 1.5134 -1.2956
H -2.5488 -0.3700 -2.8054
H 0.5244 2.2020 4.4612
H -1.2901 -1.4836 -0.2070
H -0.7888 1.3127 5.2693
H -0.4851 -1.5723 -1.8214
H 3.3961 -0.6055 -2.8326
H 1.2626 2.2775 -2.7178
H 3.5142 4.4573 1.1964
H 1.7462 7.2409 -0.2329
H -2.5152 2.3214 4.1935
H 2.5402 0.8844 3.5073
H 0.0519 0.3059 0.0399
H -2.0850 3.2575 2.7878
H -1.7146 -5.5788 0.8949
H 4.7887 1.6052 -2.9251
H 0.6372 -0.4224 3.3890
H -2.5529 -2.5449 -3.4355
H 1.3367 2.1599 0.5109
H 0.3111 0.4923 -1.7017
H -3.3607 -0.7331 -1.2203
H 4.2301 -0.5426 4.6122
H 3.8285 3.6043 -2.1292
H 0.4545 -0.6763 5.1092
H 2.4237 1.1096 5.3066
H 3.8594 -2.0665 3.0348
H 0.3177 4.7237 2.0149
H 4.7080 -1.3088 -1.2018
H 1.6779 4.0197 -2.6052
H 2.5389 0.1642 -1.5087
H -8.7352 1.9376 0.1658
H 2.0292 -5.0815 3.9749
H -4.0217 0.9476 3.1414
H -3.4128 -3.6873 0.1851
H 3.0758 1.2074 0.8961
H -4.0738 0.2073 0.9232
H 0.1788 -5.7275 -1.1235
H 2.1375 -1.7506 2.9304
H -3.9281 -2.6294 -2.3356
H -2.3341 0.2560 1.1035
H 2.0819 -4.1882 -5.9280
H 2.6530 -4.2429 2.5263
H 2.5478 -0.3185 0.4440
H -1.2961 0.3191 2.8906
H -0.3323 1.7239 2.2511
H 3.7571 -5.7585 -5.0858
H -8.1185 2.7748 -2.7303
H 2.9965 -1.2187 5.6824



no.,calculated total energy (eV)
1,-56279.8239
2,-48192.8786
3,-160485.8934